Entry 1:
Below is one molecule with the formula CN2O2S in a non-equilibrium geometry, with properties calculated with ωB97M-V/def2-TZVPD.

ΔE to the lowest compared entry with this formula, charge and spin in kcal per mole: 84.15
Net charge: 0
Electronic energy in eV: -18943.5710
SMILES: S=c1onno1
Kohn-Sham gap in eV: 10.0

Atoms and positions in Å:
C1 -0.346 0.003 0.122
O1 0.517 -1.062 0.095
S1 -1.888 -0.005 -0.052
N1 1.776 0.588 -0.046
O2 0.478 1.088 0.058
N2 1.698 -0.608 -0.114

Here are the natural (NBO) charges for atoms 1 to 4, given in e: number 1, C, carries 0.314; number 2, O, carries -0.278; number 3, S, carries 0.046; number 4, N, carries 0.113



Entry 2:
Below is one molecule with the formula CN2O2S in a non-equilibrium geometry, with properties calculated with ωB97M-V/def2-TZVPD.

ΔE to the lowest compared entry with this formula, charge and spin in kcal per mole: 47.99
Net charge: 0
Electronic energy in eV: -18940.9480
Kohn-Sham gap (spin up / spin down) in eV: 7.4 / 6.9
2S+1: 3

Atoms and positions in Å:
S1 -0.569 0.480 -0.729
N1 1.560 -0.882 1.872
N2 -0.321 -0.662 0.330
O1 -1.682 0.222 -1.543
O2 0.322 1.588 -1.063
C1 0.691 -0.746 1.133

Here are the natural (NBO) charges for atoms 1 to 4, given in e: number 1, S, carries 1.916; number 2, N, carries -0.145; number 3, N, carries -0.567; number 4, O, carries -0.806



Entry 3:
Below is one molecule with the formula CN2OS in a non-equilibrium geometry, with properties calculated with ωB97M-V/def2-TZVPD.

ΔE to the lowest compared entry with this formula, charge and spin in kcal per mole: 73.18
Net charge: 0
Electronic energy in eV: -16895.3873
SMILES: N#C[N+]([O-])=S
Kohn-Sham gap in eV: 8.4

Atoms and positions in Å:
N1 -1.863 0.850 -0.179
O1 0.581 -1.480 0.491
S1 1.648 0.711 -0.204
C1 -0.879 0.269 -0.165
N2 0.513 -0.350 0.058

Here are the natural (NBO) charges for atoms 1 to 4, given in e: number 1, N, carries -0.255; number 2, O, carries -0.283; number 3, S, carries 0.258; number 4, C, carries 0.320